Record 1
Formula: C4H8O2
Source: the Open Molecules 2025 dataset
Level of theory: ωB97M-V/def2-TZVPD

ORCA input file:
```
! wB97M-V def2-TZVPD RIJCOSX def2/J DEFGRID3
* xyz 0 1
C 2.14 0.49 -0.64
O 0.76 0.23 -0.66
C 0.28 -0.37 0.52
C -1.24 -0.64 0.39
C -2.14 0.43 -0.08
O -3.13 -0.02 -0.65
H 2.40 0.93 -1.60
H 2.73 -0.43 -0.50
H 2.42 1.19 0.17
H 0.51 0.31 1.38
H 0.82 -1.30 0.74
H -1.61 -1.09 1.32
H -1.96 -1.24 -0.34
H -1.97 1.51 -0.04
*
```

* frontier orbital gap: 11.0 eV
* structure (SMILES): COCCC=O
* ΔE to the lowest compared entry with this formula, charge and spin: 295.6 kJ/mol
* highest occupied orbital energy: -10.04 eV
* lowest unoccupied orbital energy: 0.96 eV

---

Record 2
Formula: C37H34BaN4OPSb
Source: the Open Molecules 2025 dataset
Level of theory: ωB97M-V/def2-TZVPD

ORCA input file:
```
! wB97M-V def2-TZVPD RIJCOSX def2/J DEFGRID3
* xyz 2 1
Ba 0.14 1.25 0.17
C -1.01 3.88 -2.80
C -0.48 4.57 -1.59
C -0.58 5.96 -1.44
C -0.11 6.55 -0.29
C 0.51 5.75 0.67
C 0.60 4.39 0.46
N 0.10 3.81 -0.65
Sb 1.83 3.47 1.97
C 0.54 2.22 3.20
C 0.78 2.52 4.53
C 0.04 1.86 5.52
C -0.90 0.93 5.14
C -1.10 0.67 3.78
C -2.12 -0.33 3.34
N -0.39 1.31 2.85
C 3.13 2.19 0.81
C 4.43 2.26 1.26
C 5.44 1.66 0.51
C 5.11 1.05 -0.68
C 3.78 1.00 -1.08
C 3.36 0.35 -2.36
N 2.81 1.55 -0.34
H -1.00 4.54 -3.67
H -2.05 3.57 -2.64
H -0.42 3.00 -3.05
H -1.04 6.54 -2.22
H -0.19 7.62 -0.15
H 0.93 6.21 1.56
H 1.52 3.25 4.82
H 0.21 2.08 6.57
H -1.49 0.40 5.88
H -2.17 -1.18 4.03
H -1.91 -0.71 2.34
H -3.11 0.12 3.31
H 4.68 2.78 2.18
H 6.47 1.70 0.85
H 5.87 0.60 -1.30
H 4.16 -0.22 -2.81
H 3.04 1.11 -3.07
H 2.52 -0.33 -2.19
O -2.62 2.21 -0.12
N -3.09 0.95 0.33
C -2.94 0.07 -0.57
C -3.30 -1.34 -0.29
C -4.59 -1.65 0.13
C -4.93 -2.97 0.36
C -3.99 -3.98 0.18
C -2.71 -3.66 -0.22
C -2.34 -2.34 -0.47
P -0.63 -1.88 -0.90
C 0.38 -2.93 0.18
C 0.83 -4.20 -0.18
C 1.58 -4.96 0.71
C 1.89 -4.45 1.97
C 1.45 -3.18 2.33
C 0.70 -2.44 1.44
C -0.39 -2.52 -2.58
C -1.47 -2.77 -3.43
C -1.25 -3.17 -4.74
C 0.04 -3.33 -5.21
C 1.12 -3.09 -4.38
C 0.91 -2.68 -3.07
H -2.98 2.83 0.53
H -2.57 0.35 -1.56
H -5.32 -0.86 0.25
H -5.94 -3.22 0.68
H -4.26 -5.01 0.37
H -1.98 -4.45 -0.33
H 0.59 -4.61 -1.15
H 1.92 -5.94 0.43
H 2.48 -5.04 2.66
H 1.69 -2.79 3.31
H 0.34 -1.46 1.77
H -2.48 -2.66 -3.07
H -2.10 -3.37 -5.38
H 0.21 -3.65 -6.23
H 2.13 -3.23 -4.74
H 1.76 -2.52 -2.42
*
```

* frontier orbital gap: 8.1 eV
* ΔE to the lowest compared entry with this formula, charge and spin: 41.5 kJ/mol
* highest occupied orbital energy: -13.19 eV
* lowest unoccupied orbital energy: -5.07 eV

---

Record 3
Formula: C6H9ClO4S
Source: the Open Molecules 2025 dataset
Level of theory: ωB97M-V/def2-TZVPD

ORCA input file:
```
! wB97M-V def2-TZVPD RIJCOSX def2/J DEFGRID3
* xyz 0 1
C -3.85 1.45 0.07
C -3.19 0.29 0.04
C -3.92 -1.05 0.06
O -5.31 -0.92 -0.09
C -1.71 0.26 0.02
O -1.27 -1.00 0.16
S -0.69 1.52 -0.15
H -4.94 1.45 0.12
H -3.33 2.40 0.06
H -3.49 -1.71 -0.71
H -3.75 -1.54 1.02
H -5.49 -0.65 -1.00
H -0.30 -0.96 0.15
O 5.21 0.41 -0.83
C 4.33 0.01 -0.12
O 4.27 0.23 1.20
C 3.21 -0.87 -0.64
Cl 1.66 -0.70 0.21
H 5.05 0.77 1.42
H 3.07 -0.64 -1.69
H 3.53 -1.91 -0.55
*
```

* frontier orbital gap: 8.5 eV
* structure (SMILES): C=C(CO)C(O)=S.O=C(O)CCl
* ΔE to the lowest compared entry with this formula, charge and spin: 31.2 kJ/mol
* highest occupied orbital energy: -8.66 eV
* lowest unoccupied orbital energy: -0.15 eV

---

Record 4
Formula: C31H45BaCl3GeN6O6PS3
Source: the Open Molecules 2025 dataset
Level of theory: ωB97M-V/def2-TZVPD

ORCA input file:
```
! wB97M-V def2-TZVPD RIJCOSX def2/J DEFGRID3
* xyz -2 2
Ba 0.17 0.61 0.37
C 2.26 1.65 -2.45
N 2.79 0.45 -1.82
C 2.81 -0.67 -2.75
C 3.03 -2.01 -2.06
N 1.76 -2.59 -1.62
C 1.83 -3.42 -0.40
C 0.98 -3.17 -2.63
C 1.51 -4.02 -3.60
C 0.69 -4.63 -4.54
C -0.70 -4.42 -4.53
C -1.24 -3.58 -3.58
C -0.42 -2.92 -2.64
S -1.10 -1.76 -1.59
C 4.11 0.65 -1.23
C 5.10 1.25 -2.02
C 6.38 1.45 -1.55
C 6.69 1.02 -0.26
C 5.72 0.42 0.53
C 4.38 0.22 0.09
S 3.21 -0.52 1.13
H 2.78 1.94 -3.38
H 2.32 2.48 -1.74
H 1.20 1.49 -2.69
H 3.59 -0.52 -3.52
H 1.85 -0.71 -3.27
H 3.65 -1.87 -1.17
H 3.58 -2.68 -2.74
H 2.39 -4.35 -0.58
H 0.82 -3.69 -0.08
H 2.30 -2.84 0.39
H 2.57 -4.23 -3.60
H 1.13 -5.30 -5.27
H -1.33 -4.91 -5.26
H -2.31 -3.39 -3.55
H 4.85 1.58 -3.02
H 7.13 1.93 -2.17
H 7.69 1.15 0.14
H 5.95 0.10 1.53
O 1.85 2.57 0.83
N 2.02 2.93 2.00
N 1.42 2.22 2.90
O 0.65 1.17 2.60
C 1.57 2.59 4.28
C 1.21 1.65 5.22
C 1.31 1.97 6.58
C 1.77 3.21 6.98
C 2.16 4.13 6.01
C 2.06 3.84 4.66
H 0.91 0.66 4.91
H 1.03 1.22 7.31
H 1.85 3.45 8.03
H 2.55 5.10 6.31
H 2.36 4.55 3.91
N -1.51 -0.05 3.99
C -1.69 -1.31 3.58
N -2.44 -2.10 4.38
S -1.03 -1.91 2.13
H -1.71 0.18 4.95
H -0.77 0.49 3.53
H -2.52 -1.83 5.35
H -2.31 -3.10 4.25
Cl 2.08 -5.50 5.48
Ge 0.80 -4.07 4.15
Cl -1.23 -5.16 4.71
Cl 0.62 -2.41 5.77
C -4.61 0.72 2.04
C -4.33 0.60 0.55
C -5.42 1.33 -0.23
C -4.25 -0.85 0.13
O -2.99 1.20 0.38
P -2.53 2.11 -0.86
O -3.30 3.36 -1.03
O -1.02 2.18 -0.69
O -2.86 1.08 -2.07
C -2.90 1.47 -3.47
C -4.17 2.26 -3.75
C -1.66 2.27 -3.85
C -2.93 0.16 -4.24
H -5.58 0.27 2.27
H -4.63 1.78 2.33
H -3.83 0.21 2.61
H -6.38 0.91 0.07
H -5.30 1.20 -1.31
H -5.40 2.40 -0.03
H -5.23 -1.33 0.26
H -3.51 -1.39 0.73
H -3.96 -0.92 -0.92
H -4.22 3.13 -3.09
H -5.05 1.64 -3.57
H -4.18 2.59 -4.79
H -1.57 3.17 -3.24
H -1.73 2.57 -4.90
H -0.76 1.67 -3.71
H -3.84 -0.41 -4.00
H -2.07 -0.46 -3.96
H -2.90 0.35 -5.31
*
```

* frontier orbital gap (spin up / spin down): 5.4 / 3.2 eV
* highest occupied orbital energy (spin up / spin down): -1.73 / -1.72 eV
* lowest unoccupied orbital energy (spin up / spin down): 3.64 / 1.52 eV

---

Record 5
Formula: C23H55N4O17V
Source: the Open Molecules 2025 dataset
Level of theory: ωB97M-V/def2-TZVPD

ORCA input file:
```
! wB97M-V def2-TZVPD RIJCOSX def2/J DEFGRID3
* xyz -2 1
O -1.55 2.55 -1.51
V -0.35 2.46 -2.56
O 0.52 1.08 -2.12
O 2.38 2.92 -6.22
C 1.90 3.31 -5.05
O 2.06 4.48 -4.66
O 1.20 2.53 -4.45
H 2.06 2.02 -6.18
O 2.61 4.63 0.12
C 1.73 4.71 -0.85
O 1.52 5.80 -1.44
O 1.00 3.73 -1.09
H 2.45 3.73 0.42
O -3.37 4.74 -3.03
C -2.14 5.20 -3.35
O -1.95 6.38 -3.55
O -1.17 4.43 -3.46
H -3.90 5.55 -3.01
C 1.53 -4.23 6.67
O 1.15 -3.18 5.76
C 2.18 -2.63 4.92
C 1.50 -1.95 3.70
N 0.69 -0.74 3.95
C -0.17 -0.31 2.85
C 0.49 -0.24 1.48
O 1.57 0.71 1.56
C 2.71 0.45 0.79
H 1.41 -5.13 6.06
H 0.90 -4.28 7.56
H 2.57 -4.12 6.97
H 2.91 -3.35 4.56
H 2.61 -1.90 5.60
H 0.90 -2.74 3.24
H 2.26 -1.75 2.94
H 0.19 -1.10 4.75
H -0.59 0.68 3.06
H -1.02 -0.99 2.81
H -0.23 0.02 0.70
H 0.89 -1.23 1.27
H 3.04 -0.59 0.74
H 3.51 1.11 1.13
H 2.52 0.88 -0.20
C -2.31 -2.03 0.20
O -1.02 -2.50 0.14
C -0.47 -2.34 -1.15
C 1.05 -2.68 -1.18
N 1.44 -3.96 -0.68
C 1.56 -4.02 0.79
C 2.01 -5.40 1.31
O 2.28 -5.32 2.72
C 2.76 -6.65 3.15
H -2.41 -0.94 0.19
H -2.74 -2.31 1.16
H -3.04 -2.42 -0.50
H -0.62 -1.33 -1.53
H -0.92 -2.99 -1.90
H 1.67 -1.84 -0.86
H 1.34 -2.67 -2.23
H 2.30 -4.28 -1.09
H 0.59 -3.77 1.23
H 2.29 -3.27 1.10
H 2.97 -5.59 0.84
H 1.23 -6.14 1.09
H 3.65 -7.02 2.64
H 1.99 -7.38 2.93
H 2.93 -6.81 4.22
C -2.92 -0.04 -2.81
C -1.97 -0.09 -3.92
C -2.50 -0.87 -5.16
O -1.33 -0.79 -6.04
C -1.58 -1.48 -7.24
N -1.60 1.30 -4.14
H -3.06 -1.06 -2.46
H -3.83 0.45 -3.16
H -2.58 0.50 -1.92
H -1.07 -0.55 -3.52
H -3.43 -0.58 -5.66
H -2.66 -1.90 -4.84
H -1.90 -2.51 -7.08
H -0.65 -1.55 -7.80
H -2.34 -1.03 -7.89
H -2.45 1.62 -4.58
H -1.01 1.18 -4.95
C 0.29 5.77 2.26
C -0.89 4.85 2.78
C -1.27 3.78 1.83
O -2.53 3.30 2.25
C -2.98 2.06 1.71
N -0.56 4.31 4.07
H 0.51 6.69 2.80
H 0.16 6.18 1.26
H 1.20 5.19 2.17
H -1.75 5.51 2.90
H -0.51 3.01 1.80
H -1.37 4.18 0.82
H -2.26 1.24 1.76
H -3.23 2.27 0.67
H -3.88 1.64 2.13
H 0.26 3.73 4.16
H -1.33 3.70 4.33
*
```

* frontier orbital gap: 5.0 eV
* ΔE to the lowest compared entry with this formula, charge and spin: 286.8 kJ/mol
* highest occupied orbital energy: -1.82 eV
* lowest unoccupied orbital energy: 3.15 eV

---

Record 6
Formula: C12H24O24S6
Source: the Open Molecules 2025 dataset
Level of theory: ωB97M-V/def2-TZVPD

ORCA input file:
```
! wB97M-V def2-TZVPD RIJCOSX def2/J DEFGRID3
* xyz 1 2
C -0.64 0.37 -4.67
C 0.88 0.09 -4.95
O 1.54 0.68 -3.90
S 0.71 0.44 -2.47
O 1.05 1.44 -1.46
O 0.76 -0.97 -2.09
O -0.72 0.72 -3.28
H -1.08 -0.60 -4.89
H -0.90 1.13 -5.41
H 1.21 0.55 -5.89
H 1.26 -0.90 -5.20
C 0.10 1.91 2.06
C -0.89 1.49 1.05
O -0.66 0.09 0.76
S 0.59 -0.64 1.61
O 1.83 -0.87 0.86
O 0.05 -1.74 2.45
O 0.86 0.77 2.42
H -0.54 2.27 2.86
H 0.79 2.72 1.80
H -0.93 2.15 0.18
H -1.87 1.47 1.52
C 2.68 -4.19 2.19
C 4.07 -4.82 1.93
O 4.61 -4.95 3.21
S 3.51 -5.13 4.41
O 3.71 -4.11 5.46
O 3.42 -6.54 4.89
O 2.27 -4.75 3.38
H 2.01 -4.32 1.34
H 2.95 -3.15 2.35
H 4.79 -4.20 1.40
H 4.08 -5.82 1.50
C 4.65 -5.74 -2.50
C 4.24 -6.39 -1.28
O 3.24 -5.55 -0.76
S 3.12 -4.05 -1.50
O 3.29 -2.94 -0.54
O 1.93 -4.07 -2.36
O 4.51 -4.35 -2.33
H 3.90 -5.99 -3.25
H 5.62 -6.13 -2.79
H 5.00 -6.36 -0.51
H 3.89 -7.42 -1.32
C -2.21 7.92 0.89
C -2.51 6.89 -0.10
O -3.18 5.93 0.66
S -2.55 5.62 2.15
O -1.31 4.86 2.16
O -3.61 5.18 3.08
O -2.15 7.21 2.15
H -2.98 8.67 1.11
H -1.27 8.38 0.59
H -1.58 6.52 -0.52
H -2.99 7.36 -0.96
C -6.24 2.80 -0.08
C -4.77 3.27 0.13
O -4.04 2.06 0.24
S -4.98 0.70 0.60
O -4.64 0.12 1.90
O -5.08 -0.34 -0.45
O -6.38 1.57 0.62
H -6.44 2.49 -1.10
H -6.92 3.45 0.47
H -4.65 3.97 0.96
H -4.42 3.74 -0.79
*
```

* frontier orbital gap (spin up / spin down): 9.1 / 2.7 eV
* ΔE to the lowest compared entry with this formula, charge and spin: 47.4 kJ/mol
* highest occupied orbital energy (spin up / spin down): -12.52 / -12.52 eV
* lowest unoccupied orbital energy (spin up / spin down): -3.44 / -9.87 eV

---

Record 7
Formula: C5H15N3
Source: the Open Molecules 2025 dataset
Level of theory: ωB97M-V/def2-TZVPD

ORCA input file:
```
! wB97M-V def2-TZVPD RIJCOSX def2/J DEFGRID3
* xyz 0 1
N -2.86 -1.21 -0.81
C -2.43 -0.22 0.10
C -3.24 0.50 0.86
N -2.80 1.48 1.79
H -3.18 -2.06 -0.38
H -2.16 -1.44 -1.50
H -1.36 -0.03 0.12
H -4.32 0.36 0.81
H -3.47 1.63 2.54
H -2.58 2.38 1.38
C 1.70 0.87 0.41
C 2.61 -0.11 -0.30
C 2.01 -1.51 -0.36
N 3.04 0.29 -1.64
H 1.37 0.48 1.38
H 2.20 1.82 0.60
H 0.80 1.12 -0.16
H 3.54 -0.24 0.27
H 2.71 -2.23 -0.79
H 1.72 -1.87 0.63
H 1.12 -1.53 -1.01
H 3.31 1.27 -1.63
H 2.26 0.26 -2.30
*
```

* frontier orbital gap: 9.0 eV
* structure (SMILES): N/C=C/N.CC(C)N
* ΔE to the lowest compared entry with this formula, charge and spin: 133.6 kJ/mol
* highest occupied orbital energy: -8.02 eV
* lowest unoccupied orbital energy: 0.97 eV

---

Record 8
Formula: C22H33N3O2
Source: the Open Molecules 2025 dataset
Level of theory: ωB97M-V/def2-TZVPD

ORCA input file:
```
! wB97M-V def2-TZVPD RIJCOSX def2/J DEFGRID3
* xyz 0 1
C -1.37 -3.98 1.10
C -0.28 -3.21 0.43
C 0.90 -2.91 1.11
C 1.90 -2.17 0.50
C 1.75 -1.71 -0.80
C 2.85 -0.92 -1.44
N 3.15 0.32 -0.76
C 4.24 0.47 0.03
O 4.98 -0.42 0.38
C 4.34 1.95 0.40
C 3.47 2.64 -0.65
C 2.43 1.55 -0.99
C 1.20 1.77 -0.09
O 0.44 2.69 -0.32
N 1.11 0.97 0.98
C 0.08 1.13 1.99
C -1.11 0.19 1.80
C -1.83 0.43 0.46
N -3.24 0.10 0.59
C -3.69 -0.94 -0.32
C -3.81 -0.47 -1.77
C -4.75 0.73 -1.85
C -4.29 1.81 -0.88
C -4.17 1.23 0.54
C -3.83 2.31 1.56
C 0.57 -2.00 -1.48
C -0.42 -2.75 -0.87
H -0.96 -4.66 1.85
H -2.06 -3.30 1.60
H -1.94 -4.56 0.37
H 1.04 -3.26 2.12
H 2.83 -1.98 1.03
H 2.60 -0.69 -2.49
H 3.78 -1.50 -1.42
H 5.38 2.28 0.39
H 3.94 2.08 1.41
H 2.99 3.54 -0.28
H 4.06 2.88 -1.53
H 2.09 1.62 -2.03
H 1.69 0.15 1.03
H 0.54 0.97 2.97
H -0.26 2.17 1.92
H -1.81 0.36 2.61
H -0.77 -0.84 1.86
H -1.69 1.48 0.17
H -1.36 -0.18 -0.31
H -3.00 -1.78 -0.24
H -4.67 -1.28 0.03
H -2.82 -0.18 -2.14
H -4.18 -1.29 -2.40
H -4.78 1.12 -2.87
H -5.76 0.41 -1.58
H -3.32 2.21 -1.20
H -5.00 2.64 -0.88
H -5.15 0.81 0.81
H -3.71 1.86 2.55
H -2.91 2.83 1.30
H -4.63 3.03 1.61
H 0.44 -1.65 -2.49
H -1.32 -2.99 -1.43
*
```

* frontier orbital gap: 8.7 eV
* structure (SMILES): Cc1ccc(CN2C(=O)CC[C@@H]2C(=O)NCCCN2CCCC[C@@H]2C)cc1
* ΔE to the lowest compared entry with this formula, charge and spin: 29.7 kJ/mol
* highest occupied orbital energy: -7.93 eV
* lowest unoccupied orbital energy: 0.75 eV

---

Copy entry 8 word for word.
Formula: C22H33N3O2
Source: the Open Molecules 2025 dataset
Level of theory: ωB97M-V/def2-TZVPD

ORCA input file:
```
! wB97M-V def2-TZVPD RIJCOSX def2/J DEFGRID3
* xyz 0 1
C -1.37 -3.98 1.10
C -0.28 -3.21 0.43
C 0.90 -2.91 1.11
C 1.90 -2.17 0.50
C 1.75 -1.71 -0.80
C 2.85 -0.92 -1.44
N 3.15 0.32 -0.76
C 4.24 0.47 0.03
O 4.98 -0.42 0.38
C 4.34 1.95 0.40
C 3.47 2.64 -0.65
C 2.43 1.55 -0.99
C 1.20 1.77 -0.09
O 0.44 2.69 -0.32
N 1.11 0.97 0.98
C 0.08 1.13 1.99
C -1.11 0.19 1.80
C -1.83 0.43 0.46
N -3.24 0.10 0.59
C -3.69 -0.94 -0.32
C -3.81 -0.47 -1.77
C -4.75 0.73 -1.85
C -4.29 1.81 -0.88
C -4.17 1.23 0.54
C -3.83 2.31 1.56
C 0.57 -2.00 -1.48
C -0.42 -2.75 -0.87
H -0.96 -4.66 1.85
H -2.06 -3.30 1.60
H -1.94 -4.56 0.37
H 1.04 -3.26 2.12
H 2.83 -1.98 1.03
H 2.60 -0.69 -2.49
H 3.78 -1.50 -1.42
H 5.38 2.28 0.39
H 3.94 2.08 1.41
H 2.99 3.54 -0.28
H 4.06 2.88 -1.53
H 2.09 1.62 -2.03
H 1.69 0.15 1.03
H 0.54 0.97 2.97
H -0.26 2.17 1.92
H -1.81 0.36 2.61
H -0.77 -0.84 1.86
H -1.69 1.48 0.17
H -1.36 -0.18 -0.31
H -3.00 -1.78 -0.24
H -4.67 -1.28 0.03
H -2.82 -0.18 -2.14
H -4.18 -1.29 -2.40
H -4.78 1.12 -2.87
H -5.76 0.41 -1.58
H -3.32 2.21 -1.20
H -5.00 2.64 -0.88
H -5.15 0.81 0.81
H -3.71 1.86 2.55
H -2.91 2.83 1.30
H -4.63 3.03 1.61
H 0.44 -1.65 -2.49
H -1.32 -2.99 -1.43
*
```

* frontier orbital gap: 8.7 eV
* structure (SMILES): Cc1ccc(CN2C(=O)CC[C@@H]2C(=O)NCCCN2CCCC[C@@H]2C)cc1
* ΔE to the lowest compared entry with this formula, charge and spin: 29.7 kJ/mol
* highest occupied orbital energy: -7.93 eV
* lowest unoccupied orbital energy: 0.75 eV